[1]
{
  "formula": "C19H14CoN7O4S3",
  "method": "wB97M-V/def2-TZVPD",
  "species": ["N", "C", "C", "H", "H", "C", "C", "C", "C", "O", "H", "H", "H", "C", "H", "N", "N", "C", "H", "S", "C", "C", "C", "S", "C", "O", "C", "Co", "C", "C", "N", "H", "O", "H", "N", "C", "C", "S", "N", "H", "O", "C", "H", "H", "H", "C", "H", "N"],
  "xyz": [[-0.470093, -2.771647, 2.109460], [-2.473925, 0.219848, 2.131849], [2.866054, 2.675071, 3.677767], [0.216764, -0.666366, -6.621922], [2.914408, -4.457293, 0.218191], [-1.819726, 2.305006, 1.413564], [2.920523, -4.670314, 1.283659], [0.558029, -0.270038, -4.544906], [4.815182, 2.556676, 2.228775], [-2.521821, 1.430739, -1.433274], [-3.329124, -0.442084, -4.210161], [3.585497, -3.980114, 1.795963], [-1.037944, 2.904549, 0.965201], [-1.627875, -0.580947, -5.537448], [-2.226152, -0.776065, -6.417544], [-1.536533, 1.024390, 1.604917], [2.389343, 2.994757, 4.679642], [-2.253396, -0.397194, -4.310254], [1.635815, -0.218204, -4.618392], [1.260079, -4.615405, 1.972259], [-0.241167, -0.518284, -5.652924], [-1.439708, -0.161578, -3.221609], [0.573926, 0.170375, -1.997244], [-1.883594, 0.146664, -1.538778], [-0.065274, -0.094537, -3.323201], [1.787820, 0.311577, -1.852202], [-4.017461, 2.027963, 2.284880], [0.225000, -0.079638, 0.935602], [2.608539, 1.642901, 1.427305], [-3.047953, 2.855225, 1.746819], [5.921623, 2.758705, 1.966982], [-3.234588, 3.904003, 1.568596], [-2.551558, -0.979544, -0.947222], [-2.735063, -1.907217, 2.766583], [-0.332591, 0.228318, -0.996675], [0.758410, -2.958892, 1.707113], [3.452997, 2.305354, 2.460146], [1.843445, -1.807061, 1.007164], [-0.897973, -1.493820, 1.927038], [-4.991679, 2.420138, 2.544361], [1.420432, 1.439614, 1.716147], [-3.729261, 0.686471, 2.482501], [4.166485, 1.495720, 0.142783], [3.259380, -5.692227, 1.449662], [2.632408, 0.884608, -0.482303], [-2.070401, -1.177813, 2.314275], [-4.461499, 0.005364, 2.893850], [3.184197, 1.322244, 0.283004]],
  "forces_ev_per_a": [[-0.026, -0.048, -0.005], [0.023, 0.021, -0.023], [-0.012, 0.011, 0.010], [0.001, 0.001, -0.001], [-0.007, 0.007, -0.004], [-0.016, -0.004, 0.006], [0.020, -0.001, 0.023], [0.002, -0.002, -0.002], [-0.008, 0.078, 0.002], [-0.033, 0.005, -0.019], [-0.004, 0.000, -0.007], [-0.004, -0.006, 0.001], [0.007, 0.000, 0.000], [0.000, 0.000, 0.001], [-0.006, 0.000, 0.002], [0.006, 0.005, 0.010], [0.001, -0.001, 0.010], [0.001, -0.009, 0.011], [0.002, 0.001, 0.007], [0.000, -0.007, -0.003], [0.004, 0.002, -0.003], [0.001, 0.025, 0.017], [-0.043, -0.011, -0.018], [0.015, -0.058, 0.042], [0.001, 0.009, -0.010], [0.036, -0.021, 0.020], [0.007, 0.019, -0.005], [-0.012, -0.137, 0.090], [-0.024, -0.037, 0.009], [0.005, -0.015, 0.002], [0.015, -0.038, 0.001], [-0.007, 0.004, 0.001], [0.008, 0.033, -0.016], [0.004, -0.004, 0.004], [0.081, 0.098, -0.032], [-0.015, 0.034, -0.004], [0.023, -0.038, -0.027], [0.010, 0.016, -0.025], [-0.060, 0.029, 0.014], [-0.003, 0.001, 0.001], [-0.037, 0.083, -0.080], [0.006, -0.027, 0.001], [0.003, -0.003, -0.031], [0.000, -0.003, -0.004], [-0.012, 0.000, -0.039], [0.033, -0.017, 0.011], [-0.003, 0.003, 0.003], [0.014, 0.001, 0.060]],
  "nbo_charge": [-0.40, 0.16, 0.24, 0.22, 0.23, 0.11, -0.76, -0.16, 0.21, -0.94, 0.24, 0.23, 0.21, -0.19, 0.22, -0.53, -0.18, -0.21, 0.24, 0.32, -0.20, -0.23, 0.67, 2.30, -0.15, -0.67, -0.14, 1.41, 0.65, -0.24, -0.20, 0.23, -0.93, 0.21, -1.02, -0.06, -0.14, -0.39, -0.34, 0.22, -0.70, -0.22, 0.41, 0.23, 0.46, 0.09, 0.23, -0.75],
  "energy_ev": -108683.6243,
  "lumo_energy_ev": [-0.56, -3.62],
  "homo_lumo_gap_ev": [7.515, 4.502],
  "homo_ev": [-8.080, -8.124],
  "spin_multiplicity": 5,
  "de_lowest_kcal_mol": 0.00
}

[2]
{
  "formula": "H29O14",
  "method": "wB97M-V/def2-TZVPD",
  "species": ["H", "H", "O", "H", "O", "H", "O", "O", "H", "O", "H", "H", "O", "H", "H", "H", "O", "H", "H", "H", "H", "O", "H", "O", "H", "H", "H", "H", "H", "H", "H", "H", "O", "O", "H", "O", "H", "H", "H", "H", "O", "H", "O"],
  "xyz": [[4.011996, 0.642043, -0.297956], [3.542262, -0.773013, -0.915171], [-4.282803, 2.693652, 0.167755], [-5.115621, 2.267623, -0.076187], [0.780016, -1.842916, 4.187045], [-1.745671, -1.747275, 4.654565], [-0.172987, 3.450200, -1.333528], [3.270845, 0.152522, -0.691568], [1.507723, 0.603215, -0.637509], [-0.246548, -0.899873, 1.237200], [0.194919, -1.213180, 2.046131], [0.932431, -3.707670, -0.000733], [-1.849854, -1.127015, 3.910701], [2.573458, -0.223926, 2.750706], [-1.207849, -0.845745, 1.592928], [-0.520734, -0.190306, -2.446785], [-0.744923, 0.861089, -4.210579], [0.712643, 3.521102, -1.595052], [1.774230, 0.857487, 3.218148], [-1.665501, 2.543408, -2.171615], [1.757751, -4.422488, 0.812804], [3.505393, -2.232296, 1.172195], [-2.619659, -1.789210, -3.189418], [0.751089, 1.111949, -0.130801], [0.833431, -1.523646, 5.037655], [-1.309710, -0.474273, 4.343245], [-1.514492, 1.018478, -1.995349], [-2.132634, -1.062039, -4.362011], [-0.333468, 0.830035, -0.780059], [0.811739, 0.818543, 0.841853], [4.345166, -2.372549, 0.806121], [-0.363149, 4.175284, -0.815124], [-2.498659, 2.130163, -2.042543], [-1.052039, 0.233283, -1.670028], [1.657430, -2.235947, 3.762734], [-1.766541, -1.284322, -3.496422], [-0.566169, 0.640015, -5.113109], [3.234768, -2.050862, 0.206097], [-3.003614, 2.500649, -1.173046], [-4.200982, 2.407693, 1.177413], [1.733101, -3.898391, 0.161761], [-0.895361, 1.762671, -4.188318], [2.486994, 0.657441, 2.552191]],
  "forces_ev_per_a": [[-0.251, -0.541, -0.113], [0.079, 1.759, 0.185], [0.166, -1.103, 3.284], [0.049, 0.122, -0.207], [1.919, -2.196, -5.248], [-0.654, -0.713, -0.809], [-1.313, -2.441, -1.429], [0.084, -0.939, -0.587], [-1.375, 1.226, 1.686], [-2.258, -0.053, 1.636], [-0.097, -0.067, -0.184], [-9.347, 2.234, -2.025], [-0.135, -0.473, 1.054], [0.993, -3.704, 0.176], [2.219, -0.213, -0.938], [-1.590, 1.106, 1.766], [0.700, -2.114, 0.292], [2.003, 0.158, -0.480], [1.010, 0.377, -0.955], [0.908, 1.998, 0.426], [0.552, -6.301, 7.836], [-1.570, 1.239, -2.515], [2.636, 1.103, -0.111], [1.042, -1.083, -0.263], [1.236, 0.748, 2.949], [0.376, 1.330, -0.453], [-1.456, -0.158, -0.468], [0.622, 0.422, -0.191], [0.751, -1.512, -0.645], [-0.200, 0.075, -1.987], [3.260, -0.881, 0.792], [-0.653, 2.514, 1.727], [-3.375, 0.703, 2.004], [3.576, -0.913, 1.185], [-2.584, 1.320, 2.271], [-3.650, -2.529, 0.039], [0.267, -0.111, -0.836], [-1.464, -0.532, 2.587], [1.761, -1.076, -2.561], [-0.073, 1.011, -3.242], [8.418, 3.915, -6.118], [-0.497, 2.933, -0.159], [-2.087, 3.360, 0.628]],
  "nbo_charge": [0.51, 0.48, -0.96, 0.49, -0.99, 0.47, -0.95, -0.96, 0.54, -0.98, 0.49, 0.45, -0.93, 0.47, 0.50, 0.55, -0.95, 0.48, 0.46, 0.49, 0.45, -0.91, 0.48, -0.93, 0.48, 0.46, 0.50, 0.47, 0.54, 0.55, 0.46, 0.48, -0.98, -0.90, 0.51, -0.95, 0.48, 0.45, 0.54, 0.49, -0.90, 0.47, -0.93],
  "energy_ev": -29126.1632,
  "total_charge": 1,
  "lumo_energy_ev": -2.53,
  "homo_lumo_gap_ev": 11.098,
  "homo_ev": -13.625,
  "de_lowest_kcal_mol": 148.89
}

[3]
{
  "formula": "C4H11N3",
  "method": "wB97M-V/def2-TZVPD",
  "species": ["H", "H", "C", "H", "H", "H", "N", "H", "N", "H", "N", "H", "H", "H", "C", "C", "C", "H"],
  "xyz": [[0.990109, -2.445556, 1.019983], [-1.724506, 1.898913, 1.870870], [-0.549946, 2.253183, 0.257372], [0.834471, 1.669383, -0.936534], [1.250716, -0.113831, 0.744387], [1.377463, 2.760103, 0.386756], [0.628364, 2.565506, -0.266384], [0.148331, -2.829460, -1.805043], [-0.825035, 2.232111, 1.566664], [-1.355899, 2.026492, -0.419927], [0.211577, 0.163382, -1.012627], [-0.318673, -0.375005, -1.694399], [-1.307787, -2.569215, -0.849075], [-0.076769, 2.159736, 2.239814], [0.520398, -1.982424, 0.160671], [0.674817, -0.648561, -0.017926], [-0.251159, -2.861196, -0.783484], [-0.226472, -3.903560, -0.461119]],
  "forces_ev_per_a": [[-0.041, 0.060, 0.024], [0.010, 0.045, -0.064], [0.638, -0.155, 0.538], [-0.749, 0.011, 0.080], [0.089, -0.055, 0.023], [-0.115, 0.043, 0.122], [0.010, -0.490, 0.000], [-0.017, 0.015, 0.023], [0.037, 0.066, -0.504], [-0.040, -0.022, -0.018], [-0.080, 0.236, 0.007], [0.222, 0.014, -0.061], [0.038, -0.015, -0.023], [-0.014, 0.105, -0.093], [0.025, 0.164, 0.067], [-0.021, -0.125, -0.068], [0.008, 0.056, -0.040], [0.000, 0.047, -0.013]],
  "nbo_charge": [0.19, 0.41, 0.43, 0.48, 0.13, 0.37, -0.81, 0.20, -0.75, 0.22, -0.99, 0.34, 0.19, 0.40, -0.38, 0.01, -0.65, 0.21],
  "energy_ev": -8794.1928,
  "lumo_energy_ev": 0.40,
  "homo_lumo_gap_ev": 6.463,
  "homo_ev": -6.061,
  "de_lowest_kcal_mol": 79.01
}

[4]
{
  "formula": "C14H26BaNP",
  "method": "wB97M-V/def2-TZVPD",
  "species": ["H", "C", "H", "H", "C", "H", "H", "H", "H", "C", "N", "C", "C", "H", "H", "H", "H", "H", "H", "Ba", "H", "C", "H", "C", "H", "C", "H", "H", "H", "C", "H", "H", "C", "H", "H", "C", "P", "C", "H", "C", "H", "C", "H"],
  "xyz": [[-1.077925, -0.123501, -0.182042], [-2.161576, -0.230461, -0.201646], [0.053654, -1.878226, 4.119885], [-0.520787, 1.790678, 3.578297], [3.497294, -1.438318, 1.697161], [-0.630435, 2.335280, 1.847989], [1.249419, -1.370203, -1.333872], [3.725009, -0.859981, 2.603252], [-2.148326, 1.900400, 2.739156], [2.789726, 0.807931, 0.111484], [-1.863120, -1.634616, -0.538709], [0.330106, 1.094242, -0.467350], [-0.769643, 1.762898, -0.970057], [-2.540527, -3.561360, 0.153692], [-2.812442, 1.375249, -1.742793], [2.885943, 3.156958, -1.311947], [-1.421309, 3.524110, -1.979280], [3.226727, -2.467847, 1.970060], [3.278539, 1.400427, 0.911132], [-0.931273, -1.069088, 1.751795], [4.342663, -1.424974, 0.996001], [1.852673, 2.789058, -1.227737], [2.965879, -1.808609, -1.030539], [-1.072690, 1.695965, 2.628007], [0.911323, 4.425182, -2.272842], [1.624559, 1.555575, -0.540643], [-3.460785, -3.117952, -1.228034], [-2.860239, -0.158455, 0.738503], [-1.771398, -0.436083, -2.465012], [0.759313, 3.463044, -1.755985], [-3.815078, -2.273811, 0.275431], [-2.728142, 1.873494, -0.072864], [-0.540958, 3.001073, -1.630768], [3.581013, 0.489072, -0.598740], [1.635501, -2.768558, -0.285808], [1.958509, -1.765243, -0.596570], [2.051471, -0.695774, 0.886163], [-2.231412, 1.204986, -0.832151], [-2.122520, -2.090798, -2.788874], [-1.555998, -1.487847, -2.068099], [-0.228145, -2.584556, 3.740775], [-2.966717, -2.686068, -0.328769], [-0.487886, -1.713277, -2.297647]],
  "forces_ev_per_a": [[1.392, 1.951, 1.583], [-2.493, 2.014, 1.334], [-0.843, -2.557, -1.007], [-0.338, 0.222, -0.164], [0.340, -0.050, -0.131], [-0.164, -0.169, 0.325], [0.303, 0.002, 0.342], [0.086, -0.262, -0.234], [0.220, 0.348, 0.256], [-0.381, -0.086, 0.278], [-3.201, -1.841, -5.132], [-1.046, -2.431, 0.944], [0.471, 1.245, -1.136], [0.183, 0.019, 0.379], [0.135, -0.213, -0.157], [-0.571, 0.095, -0.105], [0.197, 0.451, -0.335], [0.307, 0.211, 0.017], [-0.267, -0.143, -0.398], [2.240, 0.501, 2.563], [0.089, -0.199, 0.407], [0.106, -1.296, 0.718], [-0.228, -0.221, -0.085], [-0.064, -1.190, -0.366], [0.024, -0.521, 0.269], [0.613, 1.955, -1.043], [0.547, 0.741, 0.159], [1.292, -0.108, -1.718], [0.543, -1.364, 0.989], [0.236, 1.230, -0.496], [0.845, -0.221, -0.220], [0.335, -0.957, -0.426], [-0.660, -1.701, 0.950], [-0.371, 0.220, 0.238], [0.158, 0.054, -0.228], [0.068, -0.273, -0.088], [-0.283, 0.432, -0.107], [-0.307, 0.667, -0.310], [-0.303, -0.468, 0.903], [0.974, 0.662, -0.629], [1.123, 2.172, 1.722], [-0.523, 0.832, -0.319], [-0.784, 0.246, 0.457]],
  "lowdin_charge": [-0.08, -0.55, 0.04, -0.10, -0.32, -0.08, 0.01, 0.04, -0.10, -0.31, -0.39, -0.13, -0.26, 0.06, 0.10, 0.10, 0.10, 0.03, 0.09, 1.59, 0.04, -0.06, 0.05, -0.33, 0.10, -0.32, 0.08, 0.08, 0.10, -0.12, 0.09, 0.13, -0.06, 0.09, 0.04, -0.29, 0.70, -0.13, 0.07, -0.03, -0.01, -0.10, 0.07],
  "energy_ev": -26403.6956,
  "lumo_energy_ev": -0.50,
  "homo_lumo_gap_ev": 5.185,
  "homo_ev": -5.685,
  "de_lowest_kcal_mol": 46.00
}